A) {
  "formula": "C5H7NO",
  "method": "ωB97M-V with the def2-TZVPD basis set",
  "symbols": ["C", "C", "O", "C", "C", "N", "C", "H", "H", "H", "H", "H", "H", "H"],
  "coordinates": [[1.5013, -0.4302, 1.0416], [0.9100, -0.5905, -0.2465], [-0.2633, -1.3336, -0.4493], [-1.0149, -0.1528, -0.8766], [-1.6033, 0.5619, 0.3441], [-0.2967, 1.2441, 0.6180], [0.2350, 0.7177, -0.6698], [1.5967, -1.3156, 1.6738], [2.2853, 0.3153, 1.1096], [1.9060, -1.2064, -0.5873], [-1.5768, -0.3548, -1.7974], [-2.4272, 1.2578, 0.0889], [-1.9708, -0.1133, 1.1288], [0.7187, 1.4004, -1.3777]],
  "mulliken_charge": [-1.02, 0.10, -0.44, -0.14, -0.50, -0.54, 0.27, 0.34, 0.32, 0.21, 0.40, 0.29, 0.26, 0.45],
  "homo_lumo_gap_ev": [9.9896, 7.4483],
  "lumo_ev": [0.67, -0.25]
}

B) {
  "formula": "C5H7NO",
  "method": "ωB97M-V with the def2-TZVPD basis set",
  "symbols": ["C", "C", "C", "C", "C", "H", "H", "H", "H", "H", "H", "H", "N", "O"],
  "coordinates": [[-0.0322, -1.0592, -0.0298], [1.3573, -1.2024, -0.1149], [2.2026, -0.0626, -0.1425], [1.4928, 1.1088, -0.1747], [0.1074, 1.1504, 0.0244], [-3.9528, -0.2238, 0.7433], [-2.8369, 0.0288, -0.2539], [-0.7551, -1.8570, 0.1474], [1.8876, -2.1205, -0.0187], [3.3044, -0.1049, -0.1485], [1.9693, 2.0574, -0.0302], [-0.3708, 2.1633, 0.1657], [-0.6148, 0.0877, 0.1006], [-3.7588, 0.0340, -0.2681]],
  "mulliken_charge": [-0.12, -0.51, -0.13, -0.51, -0.05, 0.32, 0.40, 0.37, 0.34, 0.37, 0.32, 0.31, -0.41, -0.69],
  "homo_lumo_gap_ev": 10.7588,
  "lumo_ev": 0.84,
  "smiles": "c1ccncc1.O"
}

Which of them is most stable, and which least? Most stable: B); least stable: A).

A) {
  "formula": "C5H7NO",
  "method": "ωB97M-V with the def2-TZVPD basis set",
  "symbols": ["C", "C", "C", "N", "C", "C", "O", "H", "H", "H", "H", "H", "H", "H"],
  "coordinates": [[-1.6775, -1.0994, 0.2622], [-0.2601, -0.6404, 0.1680], [0.3796, 0.5410, -0.0955], [0.0376, 1.9192, -0.4395], [1.8012, 0.4406, -0.0998], [1.9677, -0.8905, 0.1905], [0.7326, -1.5643, 0.3577], [-2.3610, -0.2531, 0.1093], [-1.9137, -1.8620, -0.4973], [-1.9045, -1.5402, 1.2455], [-0.4344, 2.4671, 0.2909], [-0.4453, 2.0503, -1.3373], [1.2705, 1.9951, -0.4755], [2.8074, -1.5633, 0.3209]],
  "mulliken_charge": [-1.16, -0.13, 1.14, -0.26, -1.21, -0.45, -0.36, 0.29, 0.29, 0.29, 0.34, 0.33, 0.49, 0.41],
  "homo_lumo_gap_ev": 8.1772,
  "lumo_ev": 0.38
}

B) {
  "formula": "C5H7NO",
  "method": "ωB97M-V with the def2-TZVPD basis set",
  "symbols": ["N", "C", "O", "C", "C", "C", "C", "H", "H", "H", "H", "H", "H", "H"],
  "coordinates": [[1.5493, -1.9658, 0.6216], [1.2532, -0.7681, 0.1824], [1.8276, 0.1057, -0.4990], [-0.0678, 1.8131, -0.2803], [-0.9699, 0.9218, 0.2100], [-1.2052, -0.4083, -0.5182], [-0.2148, -0.6947, 0.4974], [2.4057, -2.2827, 0.1610], [0.4507, 1.6499, -1.2143], [0.1154, 2.7519, 0.2355], [-1.5600, 1.1607, 1.0886], [-0.8289, -0.3890, -1.5389], [-2.2012, -0.8313, -0.4074], [-0.5539, -1.0632, 1.4619]],
  "mulliken_charge": [-0.70, 0.44, -0.68, -0.67, -0.01, -0.52, 0.06, 0.26, 0.27, 0.27, 0.37, 0.26, 0.29, 0.37],
  "homo_lumo_gap_ev": [7.4093, 7.4084],
  "lumo_ev": [-1.16, -1.16]
}

C) {
  "formula": "C5H7NO",
  "method": "ωB97M-V with the def2-TZVPD basis set",
  "symbols": ["N", "C", "O", "C", "C", "C", "C", "H", "H", "H", "H", "H", "H", "H"],
  "coordinates": [[0.0611, 1.8086, -0.3293], [0.7196, 0.7349, -0.2135], [0.9481, -0.1548, -1.2525], [-0.1110, -0.8926, -1.7165], [-1.3594, -0.9048, -1.2631], [2.0957, -0.7409, 1.2081], [1.3602, 0.3556, 1.0569], [-0.3056, 1.9058, -1.2770], [0.2204, -1.5035, -2.5504], [-1.6970, -0.2800, -0.4423], [-2.0748, -1.5687, -1.7328], [2.2732, -1.4225, 0.3802], [2.5534, -0.9801, 2.1631], [1.1813, 1.0595, 1.8655]],
  "mulliken_charge": [-0.59, 0.46, -0.34, -0.10, -0.64, -0.67, -0.26, 0.31, 0.35, 0.34, 0.26, 0.25, 0.26, 0.36],
  "homo_lumo_gap_ev": 10.0273,
  "lumo_ev": 0.63,
  "smiles": "[H]/N=C(/C=C)OC=C"
}

D) {
  "formula": "C5H7NO",
  "method": "ωB97M-V with the def2-TZVPD basis set",
  "symbols": ["C", "C", "C", "C", "C", "N", "O", "H", "H", "H", "H", "H", "H", "H"],
  "coordinates": [[0.2088, 0.6789, 1.3520], [0.8045, 2.0478, -1.5651], [-0.2435, -1.1325, -0.2172], [-0.3790, -1.5852, 1.2138], [-0.0664, 0.4212, -0.1213], [-0.1801, -0.3304, 1.9988], [0.9466, 0.8861, -0.9616], [-0.1108, 2.6048, -1.4305], [1.6529, 2.6023, -1.7909], [0.7473, -1.4672, -0.6505], [-1.1080, -1.2920, -0.8271], [-1.4480, -1.9363, 1.5084], [0.2874, -2.3105, 1.6549], [-1.1116, 0.8130, -0.1638]],
  "mulliken_charge": [-0.17, -0.57, -0.54, -0.39, 0.42, -0.43, -0.26, 0.31, 0.32, 0.25, 0.32, 0.22, 0.28, 0.24],
  "homo_lumo_gap_ev": [9.5349, 6.4884],
  "lumo_ev": [0.70, -0.99]
}

Which of them is most stable, and which least? Most stable: C); least stable: D).

A) {
  "formula": "C3H6FNS",
  "method": "ωB97M-V with the def2-TZVPD basis set",
  "symbols": ["C", "C", "C", "H", "H", "H", "H", "H", "H", "N", "F", "S"],
  "coordinates": [[1.9778, -1.1471, -0.1497], [0.7534, -0.4161, 0.0529], [1.0054, 1.0575, 0.4317], [2.7375, -0.6455, -0.8011], [2.4598, -1.2826, 0.8150], [1.8529, -2.1973, -0.5117], [0.6951, 1.2885, 1.4510], [2.1073, 1.4191, 0.2996], [-1.6420, 0.9439, 0.4613], [-0.3513, -1.0122, 0.0084], [0.1808, 1.7951, -0.4262], [-1.8624, -0.3477, 0.0033]],
  "mulliken_charge": [-1.16, 0.87, -0.40, 0.32, 0.28, 0.33, 0.27, 0.25, 0.12, -0.50, -0.27, -0.11],
  "homo_lumo_gap_ev": 9.6254,
  "lumo_ev": 0.85,
  "smiles": "C/C(CF)=N/S"
}

B) {
  "formula": "C3H6FNS",
  "method": "ωB97M-V with the def2-TZVPD basis set",
  "symbols": ["C", "C", "C", "N", "F", "S", "H", "H", "H", "H", "H", "H"],
  "coordinates": [[1.2136, -0.3714, 0.5860], [-1.1301, -0.0975, 1.0421], [-0.1557, 0.0511, -1.2135], [0.0079, -0.2519, 0.2061], [2.2961, 1.3285, -1.1447], [2.4025, -0.6594, 1.5241], [-1.3868, 0.8598, 0.6960], [-1.8275, -0.8915, 0.9044], [-0.8170, -0.0651, 2.1377], [0.7244, 0.5333, -1.5364], [-0.1588, -0.8312, -1.8018], [-1.1687, 0.3953, -1.3998]],
  "mulliken_charge": [0.59, -0.81, -0.93, 0.01, -0.80, -0.18, 0.41, 0.28, 0.32, 0.39, 0.34, 0.39],
  "homo_lumo_gap_ev": 7.1896,
  "lumo_ev": -1.51
}

Which of them is most stable, and which least? Most stable: A); least stable: B).